[1]
The following is a quantum chemistry calculation of a structure of composition C8H28B2KO4, from the Open Molecules 2025 dataset.

HOMO level: -4.33 eV
LUMO: 0.908 eV
energy relative to the best compared isomer or geometry (same formula, charge and spin): 144.69 kcal/mol
charge: -1
frontier orbital gap: 5.23 eV

Geometry (Å):
K -0.606144 0.238411 -0.156172
B -5.462620 0.326991 -1.289713
H -6.438599 0.263756 -1.745464
H -5.433312 -0.292524 -0.406771
H -4.717604 -0.090649 -1.949077
H -5.245037 1.369255 -1.114871
B -1.436561 3.598427 -3.783669
H -1.745624 4.210052 -4.617119
H -0.363991 3.523071 -3.693411
H -1.801810 4.040040 -2.869440
H -1.815908 2.590343 -3.847808
C -1.994504 -4.633710 0.968466
O -0.735799 -4.403524 0.400394
C -0.339548 -5.373082 -0.597155
C 1.013823 -5.235688 -1.168317
O 1.135517 -3.886861 -1.705835
C 2.217920 -3.711383 -2.603079
H -2.036664 -5.506003 1.620710
H -2.741763 -4.666404 0.175602
H -2.280426 -3.838570 1.657011
H -1.016635 -5.264022 -1.444363
H -0.444154 -6.435989 -0.379452
H 1.245057 -6.025619 -1.882917
H 1.740214 -5.406099 -0.373706
H 2.252961 -4.417072 -3.433065
H 3.115568 -3.912409 -2.018348
H 2.384775 -2.681536 -2.918771
C 3.841745 1.410441 2.393996
O 2.965740 2.340290 1.782770
C 2.907192 3.512391 2.606928
C 1.813019 4.506253 2.277969
O 0.551507 3.787562 2.394026
C -0.543354 4.679193 2.397173
H 4.865918 1.777790 2.458991
H 3.871145 0.533820 1.746868
H 3.482482 1.028263 3.349483
H 3.890372 3.968533 2.722643
H 2.747059 3.206676 3.640845
H 1.925032 4.741483 1.219566
H 1.968442 5.400970 2.880807
H -1.506731 4.178358 2.301477
H -0.490729 5.443205 1.621531
H -0.737971 5.105568 3.381263

Atomic forces in eV per Å
-0.5 0.3 -0.5
0.1 0.1 0.1
-4.0 -0.4 -1.9
0.0 -2.4 4.0
3.1 -1.6 -3.0
1.0 4.1 1.0
0.0 -0.1 0.1
-1.1 2.4 -3.4
4.7 -0.1 0.2
-1.6 1.9 3.8
-1.7 -4.1 -0.4
-0.6 0.0 0.1
1.7 -0.8 -0.3
-1.9 0.2 -0.8
1.2 2.0 0.5
-0.4 -0.8 -0.5
1.1 -0.5 1.3
0.1 -0.6 -0.4
-0.3 -0.3 0.1
0.4 0.5 -0.3
-0.4 0.3 -0.2
-0.2 -0.1 1.1
-0.5 0.1 -0.5
0.5 0.4 0.2
-0.5 0.1 -0.3
0.5 -0.2 0.0
-0.9 0.0 -0.1
-0.2 -0.7 -1.0
0.1 0.8 0.7
-0.1 -0.4 1.1
0.0 -2.0 -1.5
0.7 1.0 0.4
-1.0 0.0 0.5
0.1 0.2 0.2
0.0 0.0 -0.2
-0.1 0.4 0.3
0.3 0.4 -0.8
-0.5 -0.4 0.3
-0.1 0.5 -0.1
-0.6 0.0 0.3
0.3 -0.7 -0.7
0.2 0.0 0.0
0.8 0.6 0.3

[2]
The following is a quantum chemistry calculation of a cluster of 2 separate species, C4H12N3 in total, from the Open Molecules 2025 dataset.

HOMO level: -13.92 eV
LUMO: -3.264 eV
energy relative to the best compared isomer or geometry (same formula, charge and spin): 61.05 kcal/mol
charge: +1
frontier orbital gap: 10.66 eV

Geometry (Å):
C 1.125791 1.599469 -2.064483
C -1.615323 -0.729697 -0.256727
C -0.477526 0.332304 2.297628
C -0.176363 -0.708712 -0.002726
N 1.325069 1.053694 -0.966719
N 0.619974 -1.508046 -0.804071
N 0.235475 -0.348349 1.198808
H 1.147755 2.626981 -2.395674
H 0.709991 0.820223 -2.757389
H -2.088533 0.160716 -0.048410
H -1.883779 -1.104355 -1.225504
H -1.795229 -1.567402 0.510064
H -0.763504 1.368889 2.274520
H -1.411039 -0.256825 2.460697
H 0.204878 0.137909 3.226618
H 1.628737 -1.246438 -0.809372
H 0.256784 -1.746067 -1.783052
H 1.784703 1.678404 -0.205946
H 1.172140 -0.562700 1.351736

Atomic forces in eV per Å
-1.7 -1.5 -1.8
0.8 -2.9 0.8
0.3 -2.7 2.1
0.9 -2.1 -0.4
2.5 1.8 3.3
-0.4 0.9 -0.8
-0.9 1.1 -1.2
0.5 0.3 0.2
0.2 1.2 -0.3
-1.2 1.8 0.7
0.0 -0.1 -0.4
-0.9 1.2 -1.0
0.4 0.5 -0.8
0.6 0.5 0.1
-1.4 0.6 -1.7
-1.2 -0.5 0.0
0.6 0.6 2.2
-1.1 -0.7 -1.6
1.8 -0.2 0.6

[3]
The following is a quantum chemistry calculation of a structure of composition C11H14FI2N2OsS, from the Open Molecules 2025 dataset.

HOMO level (spin up / spin down): -19.02 / -19.02 eV
LUMO (spin up / spin down): -12.896 / -12.886 eV
charge: +3
frontier orbital gap (spin up / spin down): 6.13 / 6.14 eV

Geometry (Å):
Os 1.080108 1.816331 0.208300
I 3.532138 2.638901 -0.560126
C 3.090023 4.526303 0.330067
I 1.202902 4.203714 1.284154
H 2.973583 5.276572 -0.445571
H 3.847341 4.773622 1.068335
S -1.155629 1.907560 0.351148
C -1.926894 0.507636 -0.463956
N -2.549173 -0.342988 0.311982
C -3.396727 -1.443267 -0.216249
C -2.924670 -1.814627 -1.611087
C -2.789207 -0.579479 -2.483174
N -1.962958 0.429901 -1.774089
H -2.536606 -0.182127 1.309941
H -4.431963 -1.103040 -0.207205
H -3.299533 -2.278590 0.472026
H -3.647434 -2.491610 -2.063049
H -1.973550 -2.347389 -1.558858
H -3.756706 -0.126198 -2.701394
H -2.292067 -0.803382 -3.423726
H -1.555535 1.180167 -2.310923
F 3.167016 -3.370869 1.920492
C 2.653847 -2.216270 1.604018
C 2.385694 -1.306322 2.622835
C 1.835479 -0.098165 2.275241
C 1.600591 0.194552 0.909359
C 1.874278 -0.761052 -0.115282
C 2.402793 -1.968154 0.241288
H 2.611818 -1.575314 3.645854
H 1.599581 0.634774 3.034640
H 1.691742 -0.550026 -1.170707
H 2.649709 -2.731152 -0.484298

Atomic forces in eV per Å
-0.4 0.6 -1.7
-0.2 0.2 -0.4
0.0 0.0 0.2
0.2 -0.2 0.3
0.0 0.0 0.0
0.0 0.0 0.0
0.0 0.0 0.1
0.0 0.2 -0.2
-0.1 -0.1 0.0
0.1 0.1 0.0
0.0 0.0 0.0
0.1 0.0 0.0
0.0 -0.1 0.0
0.0 0.0 0.0
0.0 0.0 0.0
0.0 0.0 0.0
0.0 0.0 0.0
0.0 0.0 0.0
0.0 0.0 0.0
0.0 0.0 0.0
0.0 0.1 0.0
-0.2 0.4 -0.1
0.2 -0.6 0.1
-0.1 0.4 0.3
0.2 -0.5 0.3
0.3 -0.3 1.7
0.0 -0.2 -0.3
-0.1 0.1 -0.4
0.0 0.0 0.0
0.0 0.0 0.0
0.0 0.0 0.0
0.0 0.0 0.0

[4]
The following is a quantum chemistry calculation of a cluster of 2 separate species, C5H8O in total, from the Open Molecules 2025 dataset.

HOMO level: -9.57 eV
LUMO: 0.600 eV
energy relative to the best compared isomer or geometry (same formula, charge and spin): 117.39 kcal/mol
frontier orbital gap: 10.17 eV

Geometry (Å):
C 1.793332 0.141447 -0.013345
C 0.676120 0.237709 -0.725635
C -0.287504 -0.898499 -0.946735
C -1.535226 -0.789262 -0.096393
O -1.330578 -0.875568 1.346162
C -1.713034 0.287172 0.937866
H 0.478962 2.481368 1.613359
H 2.429838 1.005085 0.160373
H 2.103736 -0.797155 0.442688
H 0.382904 1.201813 -1.142758
H 0.206760 -1.858040 -0.742911
H -0.611554 -0.922832 -1.995014
H -2.416368 -1.344003 -0.412854
H -0.177384 2.130764 1.575197

Atomic forces in eV per Å
-0.1 0.0 -0.1
0.1 0.0 0.1
0.0 0.0 0.0
0.0 -0.1 -0.3
-0.1 0.3 0.1
0.0 -0.4 0.0
0.0 0.0 0.0
-0.1 -0.1 -0.1
-0.1 0.1 -0.1
0.1 -0.1 0.1
-0.1 0.1 0.0
0.0 0.0 0.2
0.1 0.1 0.0
0.1 0.1 0.0

[5]
The following is a quantum chemistry calculation of the molecule C4H12OS3Si, from the Open Molecules 2025 dataset.

HOMO level: -9.14 eV
LUMO: 0.502 eV
energy relative to the best compared isomer or geometry (same formula, charge and spin): 0.00 kcal/mol
frontier orbital gap: 9.64 eV
SMILES: CO[Si](S)(S)CCCS

Geometry (Å):
C -0.372887 -2.036265 -1.773358
O -1.210979 -1.203393 -0.969668
Si -1.331376 0.398287 -0.681914
S -2.578039 0.428756 1.098386
S -2.450831 1.303935 -2.321593
C 0.486222 1.320960 -0.390019
C 1.419798 0.461343 0.478053
C 0.712940 -0.088967 1.687810
S 1.820125 -0.997311 2.806317
H -0.199489 -2.827641 -0.987767
H 0.467677 -1.292391 -1.985092
H -1.078328 -2.297351 -2.566137
H -1.556420 1.062039 1.641915
H -2.903226 2.083805 -1.377261
H 0.436992 2.389278 -0.142269
H 1.001147 1.146042 -1.456611
H 1.859766 -0.297575 -0.065075
H 2.101385 1.165478 0.816073
H 0.001573 -0.839392 1.306066
H 0.306692 0.807573 2.360167
H 3.067260 -0.687210 2.521976

Atomic forces in eV per Å
-0.3 1.7 2.0
-0.7 1.1 0.9
0.7 0.6 0.0
0.0 0.1 -0.8
0.8 -0.8 0.0
-0.7 -2.5 -3.2
-2.5 1.8 1.2
0.4 1.3 1.2
-0.8 -1.1 1.0
0.8 0.2 -1.8
-0.4 -2.1 -0.6
1.1 -0.6 -0.5
0.1 0.4 0.6
-0.6 0.9 0.5
-0.1 -0.4 -0.1
-1.4 1.1 1.8
1.0 -1.6 -1.1
2.1 0.9 0.6
-0.2 0.5 0.9
0.3 -2.1 -1.7
0.4 0.7 -0.7

[6]
The following is a quantum chemistry calculation of a structure of composition C14H20AlBBr10O10V, from the Open Molecules 2025 dataset.

HOMO level: -16.27 eV
LUMO: -14.728 eV
energy relative to the best compared isomer or geometry (same formula, charge and spin): 0.00 kcal/mol
charge: +3
frontier orbital gap: 1.54 eV

Geometry (Å):
O 4.938694 5.555422 0.085286
V 4.930694 3.972432 0.381436
O 5.928254 3.355122 -0.675784
Al -2.388756 -1.632508 5.257886
O -1.738996 -1.563098 -0.131744
C -0.894156 -0.771498 0.299956
O 0.104924 -0.133268 -0.364074
B 0.854094 0.787822 0.498616
O 0.241194 0.662182 1.800166
C -0.788836 -0.126838 1.750976
O -1.457566 -0.573998 2.663036
O 2.238524 0.443022 0.669296
C 3.006914 1.466592 0.344326
O 4.270864 1.600682 0.393566
C 2.041704 2.569052 -0.158544
O 0.823214 2.123142 -0.044864
O 2.547574 3.611832 -0.559204
Br 6.590974 -1.066688 1.737236
C 4.797374 -1.911018 1.452146
C 3.899684 -1.609138 2.742276
Br 2.203504 -2.404898 2.373046
H 4.924034 -2.970038 1.227336
H 4.345454 -1.532188 0.535436
H 3.765054 -0.531638 2.836946
H 4.319054 -2.113768 3.612666
Br -2.493116 1.563272 -3.206854
C -3.051636 -0.290048 -2.956374
C -4.316646 -0.715828 -3.790374
Br -4.585806 -2.667058 -3.732514
H -3.279466 -0.445788 -1.901894
H -2.257496 -1.021048 -3.108274
H -4.238116 -0.501808 -4.856274
H -5.223486 -0.232938 -3.426304
Br 1.798904 5.967012 1.374336
C -0.093136 5.306932 1.723616
C -0.073726 4.209702 2.801026
Br -1.845326 3.312782 3.085836
H -0.500896 5.002092 0.759816
H -0.728816 6.142542 2.016486
H 0.243664 4.635612 3.752846
H 0.614824 3.412852 2.519886
Br 0.143734 -1.709348 -4.143674
C 1.132504 -3.059078 -3.061704
C 2.280024 -2.410118 -2.191314
Br 3.285614 -3.912348 -1.362504
H 1.583964 -3.737148 -3.785924
H 0.387914 -3.534288 -2.423064
H 1.932274 -1.694258 -1.446514
H 2.989484 -1.890918 -2.835664
Br -3.903246 -2.373018 1.954156
C -4.785306 -2.753308 0.245506
C -6.016186 -1.918588 0.096336
Br -7.151526 -2.705508 -1.328434
H -5.010196 -3.815538 0.149656
H -4.021176 -2.672358 -0.527574
H -5.745976 -0.891098 -0.147304
H -6.575066 -1.808078 1.025606

Atomic forces in eV per Å
-0.1 -3.3 1.0
0.7 1.5 -3.8
-1.2 1.3 1.7
0.1 0.2 -0.3
2.8 2.2 1.0
-0.9 0.5 -1.1
-1.1 -1.5 -0.2
-1.1 -0.9 -0.2
-1.1 0.4 0.8
-0.6 -2.5 0.7
0.5 0.9 -0.1
2.9 0.1 -0.4
2.1 -0.1 0.2
-4.5 -0.2 0.6
2.2 0.7 -0.1
0.3 1.7 -0.7
-0.8 -0.9 0.7
-1.3 -0.6 -0.3
0.1 0.5 0.6
1.3 -0.3 -1.5
-0.5 -0.3 -0.1
0.3 0.0 0.7
0.1 0.6 0.3
0.1 -0.3 0.2
-0.1 0.3 -0.1
-0.3 -1.1 -0.1
-1.3 -0.7 0.2
1.2 0.4 0.1
-0.2 0.8 0.4
-0.1 0.4 0.1
0.5 0.4 -0.6
0.0 0.0 0.0
-0.1 -0.2 0.1
-1.4 -0.4 0.6
-0.2 -0.1 0.0
0.2 0.3 -0.5
0.9 0.6 -0.3
0.4 -0.4 0.0
0.5 0.2 0.2
-0.3 -0.2 0.0
-0.2 0.0 0.1
0.5 -0.5 0.6
0.8 0.7 0.7
-0.4 -0.3 -1.0
-0.7 0.9 -0.2
-0.3 0.0 0.1
0.1 0.0 -0.2
-0.1 -0.5 0.2
0.0 -0.2 0.0
-0.4 -0.1 -0.5
0.5 -1.4 -0.3
0.3 0.7 -0.2
0.8 0.5 0.4
-0.2 -0.1 0.9
0.0 0.8 0.1
-0.3 0.0 -0.5
-0.5 -0.6 -0.1

Number 1: F_max 4.72 eV/Å. Number 2: F_max 4.51 eV/Å. Number 3: F_max 1.84 eV/Å. Number 4: F_max 0.41 eV/Å. Number 5: F_max 4.12 eV/Å. Number 6: F_max 4.58 eV/Å.